Entry 1:
Below is a 8-piece molecular cluster, C41H78Cl14F4N4O4 overall in a non-equilibrium geometry, with properties calculated with ωB97M-V/def2-TZVPD.

LUMO = 0.19 eV
M = 1263.4 g/mol
Highest occupied orbital energy = -0.2725 hartree
Frontier orbital gap = 7.61 eV

Each line ends with the Löwdin charge.
Positions of all 145 atoms, in Å:
C1 0.291 -3.679 2.338  -0.077
C2 -0.268 -3.115 3.751  -0.290
O1 -0.786 -1.785 3.525  -0.222
C3 -1.273 -1.171 4.744  -0.238
C4 -0.910 0.395 4.803  -0.176
C5 -1.235 1.125 3.377  -0.168
C6 0.130 1.074 2.538  -0.171
C7 0.151 2.101 1.267  -0.154
N1 -0.902 1.859 0.263  0.023
C8 -1.810 3.006 -0.046  -0.116
N2 -2.206 3.908 0.845  0.146
C9 -3.039 5.067 0.430  -0.216
N3 -4.488 4.921 0.828  0.003
N4 -2.036 2.841 -1.448  0.097
C10 -3.271 3.181 -2.125  -0.522
O2 -4.394 3.139 -1.483  -0.072
O3 -3.394 3.654 -3.439  -0.142
C11 -0.953 2.041 -2.066  -0.220
C12 -0.951 1.645 -3.604  -0.106
C13 -1.759 0.386 -4.119  -0.124
C14 -0.763 -0.819 -4.584  -0.205
O4 -1.619 -2.001 -4.725  -0.237
C15 -0.833 -3.213 -4.741  -0.123
C16 0.224 3.195 -2.110  -0.113
C17 -0.168 4.561 -2.800  -0.346
C18 0.389 4.731 -4.329  -0.079
C19 0.595 5.744 -1.964  -0.120
C20 -0.639 0.935 -0.901  -0.155
C21 0.850 0.480 -1.257  -0.085
C22 1.436 -0.823 -0.505  -0.155
C23 2.824 -1.313 -1.214  -0.379
C24 2.519 -2.030 -2.612  -0.128
C25 3.950 -0.170 -1.264  -0.102
C26 -1.607 -0.273 -0.605  -0.200
F1 -1.295 -0.935 0.657  0.022
F2 -1.479 -1.353 -1.565  0.044
C27 -3.171 -0.071 -0.398  -0.152
F3 -3.535 0.657 0.804  0.002
F4 -3.954 0.251 -1.527  0.033
H1 1.429 -3.554 2.266  0.075
H2 -0.021 -4.778 2.152  0.076
H3 -0.168 -3.072 1.476  0.061
H4 0.648 -3.091 4.459  0.077
H5 -1.062 -3.859 4.107  0.071
H6 -2.425 -1.233 4.745  0.134
H7 -0.913 -1.768 5.654  0.047
H8 0.208 0.517 5.080  0.066
H9 -1.518 0.850 5.656  0.107
H10 -2.039 0.475 2.885  0.105
H11 -1.551 2.211 3.554  0.103
H12 0.969 1.469 3.235  0.119
H13 0.463 0.017 2.238  0.094
H14 1.232 2.091 0.901  0.118
H15 0.041 3.139 1.777  0.112
H16 -1.937 3.866 1.847  0.153
H17 -2.932 5.371 -0.668  0.144
H18 -2.661 5.978 1.039  0.133
H19 -5.086 5.028 -0.017  0.074
H20 -4.747 5.698 1.453  0.061
H21 -1.265 2.544 -4.264  0.117
H22 0.147 1.456 -3.932  0.123
H23 -2.305 0.685 -5.097  0.134
H24 -2.534 -0.092 -3.454  0.098
H25 0.012 -1.086 -3.789  0.079
H26 -0.261 -0.532 -5.590  0.140
H27 -0.459 -3.367 -5.820  0.098
H28 0.057 -3.217 -4.020  0.071
H29 -1.497 -4.107 -4.425  0.103
H30 1.175 2.806 -2.650  0.103
H31 0.630 3.439 -1.050  0.114
H32 -1.259 4.869 -2.830  0.115
H33 0.707 5.825 -4.473  0.076
H34 -0.405 4.402 -5.089  0.081
H35 1.332 4.075 -4.463  0.063
H36 1.717 5.620 -2.221  0.059
H37 0.304 6.791 -2.323  0.086
H38 0.518 5.598 -0.829  0.024
H39 1.662 1.271 -1.020  0.109
H40 1.019 0.241 -2.377  0.115
H41 1.747 -0.560 0.580  0.113
H42 0.756 -1.736 -0.517  0.099
H43 3.227 -2.139 -0.507  0.133
H44 2.189 -1.332 -3.455  0.053
H45 3.500 -2.525 -2.977  0.027
H46 1.790 -2.918 -2.459  0.086
H47 3.699 0.695 -0.562  0.072
H48 4.048 0.220 -2.351  0.026
H49 4.959 -0.651 -1.011  0.082
H50 -3.538 -1.139 -0.123  0.185
Cl1 1.450 6.133 1.766  0.542
C28 2.681 7.392 2.038  -0.654
C29 2.776 8.358 0.876  -0.655
Cl2 3.450 7.589 -0.582  0.552
H51 3.636 6.897 2.228  0.071
H52 2.391 7.929 2.944  0.073
H53 3.440 9.186 1.133  0.073
H54 1.800 8.774 0.619  0.071
Cl3 -7.222 1.565 -4.251  0.538
C30 -7.070 1.437 -2.480  -0.671
C31 -8.164 0.583 -1.873  -0.666
Cl4 -9.765 1.362 -1.978  0.517
H55 -7.071 2.446 -2.066  0.067
H56 -6.096 0.989 -2.278  0.046
H57 -7.962 0.420 -0.812  0.070
H58 -8.231 -0.392 -2.360  0.065
Cl5 -3.338 -5.897 5.165  0.546
C32 -2.326 -7.362 5.237  -0.722
C33 -1.094 -7.165 6.097  -0.674
Cl6 0.067 -6.034 5.355  0.579
H59 -2.063 -7.642 4.216  -0.027
H60 -2.948 -8.156 5.657  0.068
H61 -0.574 -8.115 6.224  0.048
H62 -1.352 -6.784 7.087  0.070
Cl7 2.146 -1.232 5.952  0.605
C34 2.227 -1.339 7.727  -0.639
C35 1.110 -2.188 8.304  -0.636
Cl8 -0.488 -1.416 8.129  0.587
H63 2.207 -0.324 8.129  0.071
H64 3.193 -1.784 7.973  0.072
H65 1.273 -2.336 9.373  0.072
H66 1.065 -3.169 7.827  0.068
Cl9 -2.886 -11.407 4.523  0.544
C36 -2.411 -10.950 2.868  -0.653
C37 -0.930 -10.643 2.763  -0.622
Cl10 -0.492 -9.146 3.625  0.646
H67 -3.020 -10.097 2.564  0.072
H68 -2.660 -11.794 2.222  0.074
H69 -0.655 -10.497 1.717  0.076
H70 -0.322 -11.455 3.164  0.072
Cl11 3.886 2.148 -4.219  0.566
C38 4.681 3.713 -3.917  -0.650
C39 6.120 3.547 -3.470  -0.657
Cl12 6.240 2.831 -1.843  0.547
H71 4.091 4.255 -3.176  0.062
H72 4.646 4.272 -4.854  0.076
H73 6.608 4.522 -3.424  0.073
H74 6.684 2.916 -4.160  0.068
Cl13 4.394 -1.931 -5.432  0.576
C40 6.174 -1.893 -5.447  -0.650
C41 6.778 -3.216 -5.022  -0.660
Cl14 6.500 -3.557 -3.295  0.541
H75 6.501 -1.076 -4.801  0.068
H76 6.477 -1.659 -6.470  0.072
H77 7.859 -3.195 -5.171  0.072
H78 6.371 -4.048 -5.601  0.069

Entry 2:
Below is a 3-piece molecular cluster, C2H6N2O3 overall in a non-equilibrium geometry, with properties calculated with ωB97M-V/def2-TZVPD.

LUMO (alpha / beta) = 0.02 / -0.07 eV
M = 106.1 g/mol
Energy above the lowest of the compared OMol25 structures with the same formula, charge and spin = 608.4 kJ/mol
Highest occupied orbital energy (alpha / beta) = -0.3353 / -0.3372 hartree
Frontier orbital gap (alpha / beta) = 9.15 / 9.10 eV

Each line ends with the Löwdin charge.
Positions of all 13 atoms, in Å:
C1 -1.608 -0.796 0.078  -0.354
C2 -0.225 1.308 -0.067  -0.100
N1 -0.807 0.026 -0.295  0.067
N2 -4.198 1.020 0.194  0.014
O1 -2.144 -1.831 0.148  0.126
O2 2.542 -1.590 -0.046  -0.058
O3 -4.584 -0.076 -0.328  -0.161
H1 0.514 1.210 0.725  0.079
H2 0.327 1.672 -0.988  0.103
H3 -0.995 2.018 0.145  0.069
H4 1.779 -1.020 0.048  -0.001
H5 2.849 -1.593 -0.966  0.045
H6 -4.465 -0.949 0.315  0.172

Entry 3:
Below is C26H36ClN3O2Ru as an isolated structure in a non-equilibrium geometry, with properties calculated with ωB97M-V/def2-TZVPD.

LUMO (alpha / beta) = 2.82 / 2.40 eV
M = 559.1 g/mol
Total charge = -1
Highest occupied orbital energy (alpha / beta) = -0.0031 / -0.1331 hartree
Spin multiplicity = 6
Expectation value of S² = 8.7889
Frontier orbital gap (alpha / beta) = 2.90 / 6.02 eV

Each line ends with the Löwdin charge.
Positions of all 69 atoms, in Å:
Ru1 0.217 -0.089 -0.062  0.958
Cl1 1.969 -0.261 -1.449  0.057
N1 0.304 2.175 -0.027  0.068
N2 0.166 -2.326 0.198  0.054
C1 -0.644 2.916 -0.541  -0.330
C2 -0.575 -3.066 -0.579  -0.338
C3 1.464 3.035 0.276  -0.562
C4 0.777 4.394 0.369  -0.064
C5 2.448 3.019 -0.887  -0.063
C6 2.185 2.646 1.552  -0.042
H1 1.944 3.334 -1.811  0.082
H2 2.848 2.009 -1.032  -0.004
H3 3.265 3.717 -0.664  0.083
H4 1.487 2.647 2.395  0.077
H5 2.973 3.385 1.758  0.090
H6 2.663 1.664 1.469  0.073
C7 1.146 -3.175 0.915  -0.552
C8 0.986 -4.500 0.174  -0.064
C9 0.730 -3.317 2.372  -0.023
C10 2.568 -2.646 0.829  -0.078
H7 2.848 -2.477 -0.215  0.032
H8 3.247 -3.392 1.265  0.086
H9 2.698 -1.711 1.385  0.056
H10 -0.268 -3.769 2.418  0.095
H11 0.706 -2.342 2.873  0.056
H12 1.446 -3.972 2.885  0.088
O1 -0.210 -4.343 -0.667  0.020
H13 0.806 -5.354 0.840  0.125
H14 1.832 -4.703 -0.499  0.129
O2 -0.468 4.230 -0.406  0.022
H15 1.342 5.224 -0.076  0.128
H16 0.493 4.618 1.409  0.131
C11 -1.826 2.374 -1.268  -0.061
C12 -1.732 -2.554 -1.367  -0.066
C13 -1.335 -1.308 -2.073  -0.248
H17 -2.531 -2.308 -0.645  0.118
H18 -2.073 -3.345 -2.045  0.121
C14 -1.227 -0.082 -1.321  -0.289
C15 -1.398 1.163 -2.025  -0.242
H19 -1.523 -0.124 0.147  0.133
C16 -0.856 1.191 -3.307  -0.294
C17 -0.485 -0.018 -3.914  -0.038
C18 -0.605 2.508 -3.992  -0.076
C19 -0.786 -1.265 -3.350  -0.314
H20 -0.049 0.011 -4.914  0.109
C20 -0.468 -2.551 -4.065  -0.081
H21 -0.052 -2.331 -5.054  0.066
H22 -1.374 -3.156 -4.190  0.063
H23 0.266 -3.155 -3.508  0.068
H24 -1.517 3.117 -4.011  0.064
H25 -0.277 2.329 -5.022  0.068
H26 0.180 3.095 -3.486  0.060
H27 -2.231 3.161 -1.917  0.123
H28 -2.578 2.088 -0.514  0.103
C21 1.279 0.058 3.376  -0.107
C22 -0.189 0.226 3.323  -0.422
C23 -1.053 0.488 4.427  -0.115
C24 -2.352 0.519 3.922  -0.113
C25 -2.255 0.275 2.518  -0.411
C26 -3.373 0.164 1.555  -0.087
N3 -0.949 0.123 2.206  -0.007
H29 1.559 -0.760 4.059  0.070
H30 1.765 0.964 3.767  0.062
H31 1.720 -0.169 2.392  0.028
H32 -0.686 0.613 5.447  0.076
H33 -3.308 0.684 4.423  0.074
H34 -3.360 -0.788 1.000  0.059
H35 -4.311 0.197 2.125  0.072
H36 -3.404 0.994 0.833  0.046